Below is 6 unconnected molecules or ions with the total composition C5H20ClO9, with properties calculated with ωB97M-V with the def2-TZVPD basis set.

Structure (XYZ):
```
35
Properties=species:S:1:pos:R:3:forces:R:3:mulliken_charge:R:1
Cl 17.757 -7.774 -17.621 0.139 0.624 -0.150 1.775
O 18.728 -8.196 -16.629 -0.547 0.021 0.248 -0.577
O 16.882 -8.857 -17.977 0.076 -0.392 -0.006 -0.689
O 16.952 -6.664 -17.163 0.347 -0.270 0.350 -0.676
O 18.511 -7.342 -18.785 0.020 -0.030 -0.371 -0.806
C 15.405 -6.001 -20.100 0.847 -0.541 0.728 -0.427
O 14.405 -5.656 -21.041 -0.019 0.186 -0.111 -0.551
H 16.438 -5.955 -20.461 -0.178 0.136 -0.429 0.254
H 15.391 -5.339 -19.236 -0.415 0.138 -0.122 0.228
H 15.287 -7.019 -19.718 -0.185 0.041 0.038 0.187
H 14.356 -6.376 -21.673 -0.017 0.021 -0.054 0.300
C 16.855 -10.439 -14.904 -0.257 0.190 -0.411 -0.319
O 16.211 -11.489 -14.190 0.165 -0.116 0.368 -0.589
H 17.190 -10.767 -15.890 0.017 0.012 0.047 0.137
H 16.186 -9.589 -15.064 0.071 0.033 0.065 0.280
H 17.716 -10.098 -14.335 -0.011 -0.113 0.084 0.178
H 15.347 -11.648 -14.572 -0.027 0.067 -0.155 0.286
C 21.674 -6.685 -17.553 -0.164 0.251 -0.057 -0.346
O 20.865 -5.738 -18.237 0.011 -0.484 -0.038 -0.539
H 21.565 -6.549 -16.474 0.193 -0.082 0.070 0.211
H 21.402 -7.716 -17.787 -0.090 0.018 -0.056 0.027
H 22.711 -6.532 -17.857 0.067 0.054 0.129 0.282
H 20.018 -6.191 -18.391 -0.072 0.219 -0.073 0.367
C 20.246 -11.223 -16.726 -0.339 0.029 -0.107 0.003
O 20.663 -12.413 -17.396 0.000 -0.168 0.190 -0.563
H 19.172 -11.183 -16.532 -0.015 -0.208 -0.268 0.015
H 20.711 -11.209 -15.741 0.327 0.153 -0.170 0.233
H 20.489 -10.352 -17.333 0.161 0.202 0.354 0.010
H 20.538 -12.283 -18.337 -0.094 0.023 -0.034 0.305
C 17.578 -6.882 -13.274 -0.007 -0.084 0.154 -0.364
O 17.944 -5.741 -12.497 0.017 0.036 -0.009 -0.553
H 17.977 -7.797 -12.822 -0.056 -0.014 -0.078 0.224
H 16.491 -6.930 -13.246 0.032 -0.028 -0.061 0.221
H 17.903 -6.824 -14.315 0.010 0.087 0.036 0.189
H 18.902 -5.692 -12.458 -0.006 -0.009 -0.100 0.288
```
Forces are in eV/Å.

* orbital gap: 0.3600 hartree
* net charge: -1
* LUMO level: 2.980 eV
* relative energy (zero: lowest compared OMol25 entry of this formula, charge and spin): 0.375 eV


Below is a molecular structure, C5H20FN10O5, with properties calculated with ωB97M-V with the def2-TZVPD basis set.

Structure (XYZ):
```
41
Properties=species:S:1:pos:R:3:forces:R:3:mulliken_charge:R:1
F -0.286 0.111 0.231 -0.116 -1.191 -0.399 -2.416
C 0.488 0.337 2.677 2.591 0.251 -0.633 -0.241
O 0.828 0.301 3.830 1.424 0.212 2.223 -0.756
N 1.241 0.516 1.575 4.441 1.367 2.705 -0.402
N -0.742 0.241 2.324 -3.248 -1.229 3.669 -0.321
H 2.245 0.427 1.625 -0.665 -0.180 0.563 0.310
H 0.696 0.350 0.740 3.579 1.931 5.227 1.293
H -0.963 0.024 1.362 -1.646 -1.027 5.879 1.370
H -1.243 0.247 3.200 -1.327 -0.401 -0.812 0.296
C -2.939 0.484 0.210 0.102 -2.175 0.493 0.025
O -4.087 0.696 0.060 -4.740 1.567 -0.638 -0.747
N -2.004 1.262 0.642 -1.769 5.157 1.815 -0.662
N -2.415 -0.750 0.071 -0.752 -1.082 0.090 -0.102
H -2.077 2.259 0.781 -0.819 -0.518 0.055 0.228
H -1.082 0.852 0.684 -4.364 5.128 0.151 1.067
H -1.407 -0.750 -0.003 -4.794 -1.069 -0.466 -0.623
H -2.934 -1.609 0.185 -0.011 0.483 -0.319 0.261
C -0.577 -2.370 -0.543 -0.268 -4.800 -2.328 0.207
O -0.831 -3.471 -1.044 0.070 -0.459 0.078 -0.815
N -0.436 -1.296 -1.248 -2.092 -1.181 -6.876 -0.073
N -0.390 -2.144 0.718 1.157 -0.262 4.572 -0.071
H -0.295 -0.389 -0.827 -0.966 -3.019 -4.465 0.516
H -0.596 -1.325 -2.245 -0.510 -0.387 0.289 0.218
H -0.275 -2.814 1.464 -0.325 -0.088 -0.651 0.162
H -0.534 -1.172 0.951 1.079 -3.631 1.728 0.286
C 2.856 -0.729 -0.537 -0.621 -3.710 -0.666 0.128
O 3.536 -1.756 -0.715 -0.846 1.261 -0.412 -0.761
N 1.552 -0.515 -0.820 6.884 -4.646 1.428 -0.186
N 3.284 0.328 0.056 4.278 3.831 1.829 -0.331
H 1.129 -1.148 -1.484 0.581 0.033 0.701 0.358
H 0.991 -0.017 -0.144 3.824 -2.786 -2.985 0.079
H 4.271 0.350 0.270 -0.132 0.218 0.096 0.234
H 2.767 1.196 0.052 0.467 -0.114 -0.200 0.293
C -0.179 1.773 -2.209 -1.937 4.402 -0.048 -0.168
O -0.506 2.495 -3.127 -0.651 0.563 -1.877 -0.786
N -0.535 1.936 -0.970 -0.813 3.794 1.480 -0.208
N 0.645 0.805 -2.202 1.271 -0.389 -6.715 -0.105
H -0.244 1.165 -0.386 -0.691 4.492 -2.015 0.644
H -1.170 2.657 -0.661 0.513 -0.358 -0.836 0.157
H 1.223 0.633 -1.392 0.791 0.938 -1.777 0.398
H 0.995 0.812 -3.150 1.048 -0.927 0.046 0.246
```
Forces are in eV/Å.

* orbital gap: 0.3196 hartree
* net charge: -1
* LUMO level: 2.873 eV
* relative energy (zero: lowest compared OMol25 entry of this formula, charge and spin): 22.760 eV


Below is a molecular structure, C5H20HfN14O17, with properties calculated with ωB97M-V with the def2-TZVPD basis set.

Structure (XYZ):
```
57
Properties=species:S:1:pos:R:3:forces:R:3:mulliken_charge:R:1
Hf -26.583 24.851 11.358 0.389 0.149 -0.943 3.518
N -25.903 22.230 13.743 -0.829 -3.058 -0.051 0.761
O -24.721 21.932 13.993 0.029 0.115 0.888 -0.783
O -26.887 21.527 14.077 0.354 -1.276 1.546 -0.801
O -26.192 23.109 13.000 -0.029 4.219 -2.719 -0.417
N -29.326 26.298 9.682 1.609 -1.364 -2.714 0.833
O -29.825 26.585 8.605 -0.120 0.778 -1.364 -0.785
O -29.940 26.233 10.666 -4.842 0.584 5.680 -0.691
O -28.173 25.875 9.760 3.914 -0.755 -0.979 -0.519
N -24.574 27.040 9.331 0.072 0.019 -1.626 0.539
O -23.515 26.606 8.880 2.123 -2.064 0.429 -0.696
O -25.010 28.013 8.796 -1.695 2.137 -0.187 -0.593
O -25.185 26.454 10.241 -0.785 -0.822 1.868 -0.183
N -26.952 28.438 11.762 -0.701 -0.347 -4.835 0.881
O -27.230 27.333 12.107 -2.487 -5.566 1.899 -0.372
O -26.265 29.058 12.479 3.774 4.852 3.848 -0.778
O -27.259 28.798 10.627 -0.743 1.232 -0.618 -0.654
C -24.795 26.274 14.024 0.397 0.728 -0.144 0.391
O -25.340 25.720 13.112 -1.892 -2.114 -1.299 -0.196
N -24.672 25.867 15.288 -0.803 -2.375 2.522 -0.458
N -24.172 27.396 13.854 2.440 3.400 -0.238 -0.343
H -25.201 25.066 15.603 0.283 0.060 -0.234 0.206
H -24.126 26.339 15.995 -0.305 -0.005 -0.481 0.130
H -23.697 27.780 14.658 -0.199 0.302 -0.506 0.136
H -24.281 27.990 13.044 -0.443 -0.227 -0.100 0.217
C -29.123 22.311 10.996 1.469 3.328 -3.325 0.420
O -28.259 23.205 10.729 -1.820 -1.053 0.450 -0.421
N -30.237 22.019 10.302 -0.918 1.146 -1.739 -0.447
N -29.022 21.449 11.913 1.871 -2.782 4.551 -0.248
H -30.653 21.143 10.586 -0.487 0.608 -0.996 0.105
H -30.431 22.520 9.446 -0.220 -0.367 0.163 0.273
H -28.217 21.549 12.515 0.174 -0.510 0.772 0.152
H -29.650 20.659 11.941 0.613 0.268 0.574 0.155
C -23.120 23.784 11.446 -3.909 0.659 1.077 0.274
O -24.315 24.044 11.256 -0.678 -0.552 0.321 -0.527
N -22.262 24.097 10.568 4.734 0.636 -3.868 -0.320
N -22.615 23.254 12.543 0.118 -0.966 2.383 -0.395
H -22.457 24.549 9.686 -0.432 0.407 0.325 0.244
H -21.306 23.882 10.812 -0.054 0.341 -0.604 0.140
H -21.656 22.953 12.643 -0.406 0.160 -0.166 0.157
H -23.290 22.981 13.243 -0.144 -0.363 0.189 0.238
C -29.197 24.905 13.656 -2.808 -1.090 -0.313 0.349
O -28.253 24.878 12.938 3.785 0.704 -1.905 -0.278
N -30.441 25.133 13.257 -0.851 0.288 0.492 -0.326
N -29.190 24.422 14.909 1.667 -0.168 1.359 -0.499
H -31.027 24.870 14.036 -1.217 0.646 -1.359 0.076
H -30.640 25.448 12.318 -0.230 0.105 -0.095 0.355
H -28.241 24.474 15.250 -0.423 -0.444 0.892 0.241
H -30.021 24.463 15.481 0.789 0.187 0.254 0.170
C -25.845 23.956 7.961 -4.014 2.010 0.867 0.369
O -26.203 24.137 9.095 -1.285 0.928 2.152 -0.574
N -24.817 23.355 7.661 9.286 -5.382 -1.005 -0.301
N -26.451 24.218 6.818 -4.269 2.311 -2.132 -0.468
H -24.202 22.990 8.375 -0.137 0.114 -0.111 0.242
H -24.622 23.137 6.695 0.392 -0.022 0.637 0.127
H -26.062 24.011 5.909 -0.099 0.271 0.544 0.112
H -27.242 24.845 6.841 -0.009 -0.023 -0.027 0.260
```
Forces are in eV/Å.

* orbital gap (spin up / spin down): 0.1439 / 0.2327 hartree
* net charge: -1
* LUMO level (spin up / spin down): 2.319 / 2.286 eV
* spin multiplicity: 2


F_max, record by record: 0.0241 0.1639 0.2096 Eh/bohr
E_tot, record by record: -36452.2736 -33351.7544 -62476.9034 eV